137
Properties=species:S:1:pos:R:3:forces:R:3 method="wB97M-V/def2-TZVPD" gap_ev=4.200 charge=-1 fmax_ev_per_a=7.14 e_homo_ev=-3.205
C 1.929000 18.635190 -0.070310 2.0 -1.4 0.2
C 0.545690 18.427570 -0.554760 -1.2 1.2 1.5
N 0.367570 18.523350 -1.948240 0.4 -0.1 -7.1
C 0.665890 19.631820 -2.781250 0.1 1.0 0.9
C 0.524820 19.377100 -4.129000 0.2 -0.9 2.7
N 0.172030 18.049370 -4.166040 0.4 -0.9 2.5
C 0.098080 17.547070 -2.875350 -0.1 1.2 -0.6
C 0.020460 17.290310 -5.408000 -0.2 0.0 0.6
H 2.392260 19.613730 0.055940 -0.7 0.3 -0.4
H 2.569810 18.051970 -0.731610 0.4 0.0 0.1
H 2.017470 18.144960 0.899200 0.0 0.1 0.1
H -0.025400 19.275900 -0.177540 -0.7 -0.5 0.5
H 0.159080 17.456700 -0.244860 -0.2 0.3 0.2
H 0.961570 20.550330 -2.296160 0.0 0.0 -0.2
H 0.746090 19.969330 -5.004610 -0.2 -0.1 0.2
H -0.232130 16.550240 -2.622980 0.1 -0.1 -0.1
H -1.027930 17.426950 -5.673160 0.2 -0.4 -0.6
H 0.284250 16.250140 -5.216800 -0.2 0.0 -0.1
H 0.739220 17.722140 -6.104430 -0.4 -0.1 -0.2
C -5.849590 16.898030 0.289090 0.4 -4.2 -1.5
O -5.309210 17.898970 -0.542250 -0.1 4.6 -0.4
O -5.160380 15.720240 0.008240 -0.9 2.8 1.8
C -6.032400 17.236090 1.837920 0.5 -1.2 -2.8
F -6.739510 16.306680 2.416810 -0.5 -2.9 0.9
F -4.857820 17.298360 2.442370 0.7 0.8 0.9
F -6.811090 18.272600 2.122380 0.1 3.0 0.0
C -6.064750 19.218950 -0.601830 0.3 -0.6 -0.5
C -5.527100 20.196410 -1.691250 0.7 -1.8 0.0
H -5.849330 19.825720 -2.664310 -0.1 -0.1 -0.1
H -5.843680 21.238600 -1.649700 0.0 -0.1 0.6
H -4.444120 20.073270 -1.702050 0.2 0.6 0.0
H -6.112020 19.711950 0.369150 0.3 -0.2 0.1
H -7.095840 19.097020 -0.933610 -0.3 -0.8 0.4
H -6.839570 16.743640 -0.140090 -1.3 0.3 0.6
C 1.452160 11.246410 -4.436570 -4.2 2.3 2.7
O 2.138800 12.488700 -4.151890 1.4 1.4 -0.8
O 0.165210 11.518250 -3.914830 2.9 -1.8 -2.7
C 1.639980 10.861140 -5.997260 0.5 -0.2 0.8
F 0.853660 9.883050 -6.448710 -0.6 -0.4 0.5
F 1.550210 11.810950 -6.939760 -0.3 1.0 0.4
F 2.909890 10.374430 -6.160750 0.5 -0.1 0.2
C 3.516390 12.492890 -3.799950 -0.7 -1.9 -0.4
C 3.998180 13.879410 -3.812420 -0.6 1.8 -0.5
H 5.071470 14.043880 -3.717080 0.0 -0.2 0.1
H 3.614590 14.334080 -4.725780 0.5 0.0 -0.5
H 3.448340 14.470580 -3.080090 0.2 -0.1 0.6
H 4.054700 11.847980 -4.494520 0.4 0.1 -0.2
H 3.678030 12.055950 -2.814530 -0.2 -0.2 0.4
H 1.991680 10.577110 -3.766460 0.3 -1.3 -0.6
C 7.944250 19.597570 2.991190 0.9 0.8 -1.6
C 8.724240 18.447900 3.554260 -1.5 -2.2 0.6
C 7.794260 17.281040 3.986810 1.0 -0.5 2.2
C 8.662280 16.158540 4.687770 -0.1 -0.2 -1.2
C 7.899410 14.959860 5.260320 -0.5 0.4 -0.5
C 6.875970 15.421940 6.293910 0.1 -0.9 0.1
H 7.480890 19.409890 2.022590 -0.2 -0.5 0.0
H 8.687170 20.352750 2.734550 -0.2 0.5 0.2
H 7.172180 20.051950 3.612110 0.2 -0.3 0.4
H 9.362460 17.820130 2.932420 0.6 1.3 -0.9
H 9.308200 18.790650 4.408440 0.0 -0.2 0.1
H 7.184690 16.823230 3.207740 0.2 0.3 -0.4
H 7.107760 17.666040 4.740860 -0.3 0.0 0.1
H 9.370950 15.700480 3.997790 -0.1 0.2 -0.8
H 9.387380 16.599380 5.371860 -0.5 0.2 0.7
H 7.338350 14.441040 4.483060 -0.2 0.4 -0.5
H 8.588330 14.146180 5.487050 0.2 0.3 1.0
H 5.997050 15.804430 5.774970 0.2 0.5 0.1
H 6.467660 14.591450 6.869800 0.2 0.0 0.3
H 7.330610 16.160790 6.953840 -0.3 0.1 0.1
C 7.388160 19.910170 -7.384080 -0.2 -0.8 1.1
C 6.523870 20.937810 -6.685670 1.9 0.7 0.7
C 7.350910 22.045170 -5.962540 -0.8 -1.3 -0.3
O 6.383050 22.871880 -5.354660 0.0 -1.7 -0.5
C 7.012090 23.844210 -4.659410 0.3 1.9 0.9
N 5.669970 21.530970 -7.626270 -1.5 0.4 -1.9
H 6.676690 19.132960 -7.663080 0.3 0.1 -1.0
H 7.974410 19.371350 -6.639700 0.4 0.3 0.1
H 8.064220 20.282030 -8.153990 -0.4 0.0 -0.2
H 5.929870 20.351400 -5.984680 0.0 0.4 0.5
H 7.990310 22.636360 -6.618110 -0.2 0.1 -0.8
H 8.084320 21.648350 -5.260590 -0.3 -0.3 0.7
H 7.549790 24.501040 -5.343190 0.0 0.5 -0.1
H 7.779040 23.493990 -3.968590 -0.1 -0.4 0.4
H 6.235170 24.387570 -4.121580 0.3 0.3 0.1
H 5.136140 22.345290 -7.357920 0.2 -0.1 0.4
H 6.153570 21.738640 -8.488300 0.0 0.0 -0.1
C -2.060660 10.625500 4.060780 0.5 1.1 -0.4
C -1.027240 10.817570 2.915980 0.9 -1.4 1.9
C 0.407290 10.314420 3.379000 0.7 1.3 0.3
O 1.431590 10.497410 2.336310 -0.4 -0.2 1.0
C 2.788060 10.075370 2.640840 -0.9 1.0 -0.1
N -1.312750 10.011870 1.769660 0.2 -0.2 -0.7
H -1.648180 11.108650 4.946520 -0.2 0.1 0.2
H -2.368770 9.619370 4.345150 0.4 -0.3 -0.4
H -2.958820 11.162990 3.756630 -0.1 0.0 0.1
H -0.988120 11.871250 2.639690 0.1 0.0 0.1
H 0.411330 9.258570 3.649670 -0.4 -0.2 0.0
H 0.695420 10.890180 4.258540 0.3 0.1 0.2
H 3.105130 10.271830 3.665030 -0.5 -0.1 0.4
H 3.408280 10.757370 2.059200 0.1 -0.4 -0.3
H 2.991370 9.033070 2.395140 -0.2 0.0 -0.1
H -0.333880 9.899280 1.547750 0.0 -0.4 -2.1
H -1.519710 9.085230 2.114060 -0.5 -0.3 0.1
C -5.475360 13.611100 -7.339380 1.6 2.3 0.8
C -5.649320 14.556330 -6.081810 -0.1 -2.9 0.2
C -6.510220 15.800430 -6.195520 -0.1 -0.7 1.1
O -7.765500 15.516710 -6.823080 0.0 2.6 -1.4
C -8.552110 16.752770 -7.113240 -0.4 -1.4 1.8
N -6.207880 13.588170 -5.070590 -1.0 0.7 -0.5
H -4.679290 14.090660 -7.908920 -0.6 0.3 -1.2
H -6.455370 13.451650 -7.789110 0.4 -0.1 -0.3
H -4.910430 12.719430 -7.067590 -0.7 -0.3 0.4
H -4.706060 14.810910 -5.598540 0.3 0.5 -0.7
H -5.912590 16.644760 -6.539110 -0.3 0.1 -0.9
H -6.741600 16.032020 -5.155850 0.0 0.3 0.3
H -8.241980 17.555330 -7.782440 0.8 -0.9 -0.9
H -8.702110 17.343680 -6.209670 0.2 -0.3 0.7
H -9.550010 16.364260 -7.316610 0.2 0.1 -0.6
H -6.261660 12.724450 -5.591340 0.2 -0.5 0.5
H -7.190320 13.822240 -5.059220 -0.5 0.1 0.7
C -1.271100 26.041680 0.684100 0.6 0.4 -0.1
C -0.713340 25.350390 1.926430 -0.3 0.4 -1.4
C -1.799120 24.593520 2.567600 -1.0 -0.7 -0.3
O -1.265850 23.671600 3.490530 0.1 0.0 0.9
C -2.214030 22.695810 3.814190 -1.9 -0.3 0.5
N 0.263700 24.368050 1.454120 -0.6 0.3 0.4
H -1.479900 25.286390 -0.073550 0.3 -0.1 0.1
H -0.421930 26.641480 0.356610 -0.3 0.3 -0.6
H -2.183790 26.636390 0.721430 0.2 0.3 0.6
H -0.302540 25.995810 2.702820 0.1 0.6 -0.2
H -2.323400 23.988760 1.827660 -0.2 0.1 -0.4
H -2.509000 25.333790 2.936620 -0.3 -0.2 0.8
H -2.657490 22.204050 2.948390 0.5 -0.3 -0.4
H -3.101920 23.138780 4.265340 -0.2 0.6 0.2
H -1.969710 21.944910 4.565570 1.1 0.2 -0.3
H 1.180410 24.786140 1.383760 0.2 -0.2 0.3
H 0.129460 23.803220 2.280580 1.7 -1.3 -0.1